This record from the Open Molecules 2025 dataset describes 13 unconnected molecules or ions with the total composition H26O13 at a distorted geometry. The level of theory is ωB97M-V/def2-TZVPD.

Properties
Spin multiplicity = 1
Relative energy (zero: lowest compared OMol25 entry of this formula, charge and spin) = 157.4 kcal/mol
HOMO level = -9.7 eV
Orbital gap = 8.98 eV
Charge = 0

Each atom is followed by the atoms it is bonded to, with distances in Å.
Geometry (Å):
1 H -0.873 0.174 -1.218  O27 0.887
2 H 0.400 0.710 -0.679  O27 0.974
3 H -1.741 -1.700 -0.539  O28 0.917
4 H -1.166 -1.088 0.624  O28 0.980
5 H 0.376 0.369 -3.907  O29 0.961
6 H 0.672 1.930 -3.428  O29 1.033
7 H -3.953 -3.159 0.857  O30 0.944
8 H -2.984 -3.462 -0.196  O30 0.996
9 H 2.855 2.226 2.462  O31 0.893
10 H 2.050 1.987 3.579  O31 0.971
11 H -3.239 -1.663 -1.300  O32 0.942
12 H -2.900 -1.969 -2.751  O32 0.891
13 H -1.187 3.241 2.898  O33 0.999
14 H -0.027 3.024 1.989  O33 0.967
15 H 0.321 1.033 3.359  O34 0.914
16 H 1.434 0.770 4.459  O34 0.990
17 H -2.892 0.551 1.324  O35 1.019
18 H -3.221 -0.402 -0.006  O35 0.965
19 H 3.380 0.407 -1.404  O36 0.974
20 H 1.935 -0.266 -1.427  O36 1.002
21 H 2.375 3.564 -2.807  O37 0.966
22 H 3.189 4.025 -3.984  O37 1.016
23 H -0.054 -4.091 -0.585  O38 0.972
24 H 1.167 -3.315 -0.620  O38 0.908
25 H 2.097 -0.551 0.794  O39 0.897
26 H 3.071 -0.582 1.882  O39 0.990
27 O -0.424 0.243 -0.456  H1 0.887, H2 0.974
28 O -1.181 -1.942 0.145  H3 0.917, H4 0.980
29 O 0.396 0.972 -3.159  H5 0.961, H6 1.033
30 O -3.957 -3.548 -0.003  H7 0.944, H8 0.996
31 O 2.736 1.558 3.043  H9 0.893, H10 0.971
32 O -3.163 -2.317 -1.974  H11 0.942, H12 0.891
33 O -0.243 3.543 2.776  H13 0.999, H14 0.967
34 O 0.498 0.641 4.165  H15 0.914, H16 0.990
35 O -3.560 0.256 0.613  H17 1.019, H18 0.965
36 O 2.911 -0.425 -1.593  H19 0.974, H20 1.002
37 O 2.362 3.474 -3.769  H21 0.966, H22 1.016
38 O 0.272 -3.181 -0.690  H23 0.972, H24 0.908
39 O 2.267 -1.039 1.527  H25 0.897, H26 0.990